109
Properties=species:S:1:pos:R:3:forces:R:3 method="wB97M-V/def2-TZVPD" relative_energy_kcal_mol=102.4 multiplicity=1 gap_ev="5.38 / 5.61" energy_ha=-4318.91771 charge=-1
Rb -0.398248 0.759108 0.817888 0.4467 -0.6852 -0.0898
Cl 5.821187 1.057831 0.515016 0.0155 0.0088 -0.0042
Cl 1.010768 2.373244 4.279846 -0.0056 0.0085 -0.0076
Cl 3.187549 -0.627031 0.325341 -0.0456 -0.0024 -0.0067
Cl 3.551327 4.200279 4.279917 0.0033 0.0098 0.0042
Cl 5.962720 3.523997 2.419737 -0.0039 -0.0028 -0.0013
O -1.036504 3.235827 0.623950 -0.2232 0.3975 -0.0877
O -2.128301 2.660936 1.109362 -0.2638 0.2579 -0.0208
N 0.959039 0.529281 -3.724147 -0.0756 -0.0394 -0.0531
N -1.293043 0.247221 -3.875864 0.0165 0.0125 -0.0656
C 5.050967 0.901134 -2.946196 -0.0425 0.0193 -0.0025
C -0.696362 -4.304344 0.294771 -0.0080 0.0167 -0.0063
C 2.615467 -1.779190 -4.114442 0.0052 -0.0016 -0.0002
C 2.341862 0.631151 -3.381558 0.0057 -0.0484 -0.1397
C 2.818957 1.815411 -2.827056 0.0600 0.1122 -0.0312
C 3.299331 0.686444 1.529523 0.0691 -0.0617 0.0562
C 4.469070 1.442073 1.530147 -0.0131 -0.0162 0.0168
C 4.549817 -0.285963 -3.457913 -0.0087 0.0131 0.0243
C -2.811343 2.642433 -3.323728 -0.0060 -0.0133 0.1056
C -3.168217 3.439402 -4.581373 0.0060 -0.0005 -0.0350
C -0.791552 0.643223 -5.123253 0.1389 0.0337 0.0681
C -3.295974 -1.152505 -3.743874 0.0353 0.0088 0.0735
C -0.214213 -1.188120 4.189492 -0.0055 -0.0099 0.0048
C 2.297248 -2.611712 -2.866965 0.0009 -0.0027 -0.0079
C -0.475877 -2.625372 2.156622 0.0005 -0.0241 -0.0220
C -2.761872 0.139414 3.443103 0.0010 0.0023 0.0070
C -4.817251 1.132485 -3.202460 0.0332 -0.0109 0.0299
C -2.695149 0.108976 -3.647337 -0.0475 0.0071 -0.0727
C 3.523438 -2.555514 -5.064614 0.0006 -0.0020 -0.0035
C 4.190925 1.933158 -2.622311 0.0309 -0.0142 0.0689
C -2.250570 -1.063295 2.683197 0.0190 0.0326 -0.0250
C 3.465994 2.826779 3.227606 -0.0024 -0.0149 0.0103
C -2.566550 -2.440419 -4.097723 -0.0073 -0.0040 0.0176
C -3.214400 3.405776 -2.059429 -0.0416 -0.0195 -0.0174
C 0.543295 0.810679 -5.032645 -0.1756 -0.0992 0.0112
C -4.315011 -0.902690 1.267297 -0.0160 -0.0092 0.0023
C -3.320155 -3.084499 -0.353679 -0.0044 0.0688 -0.0158
C -1.012827 -1.637624 2.991348 0.0418 0.0054 0.0230
C 2.020666 3.050958 -0.844885 0.0246 0.0884 0.0871
C 2.224593 0.899631 2.357887 -0.0387 0.0224 -0.0811
C -1.232282 -3.138344 1.096775 -0.0536 -0.0129 -0.0068
C -2.489347 -2.588067 0.808785 0.0162 -0.0088 -0.0252
C 2.154583 4.244705 -3.070500 -0.0062 -0.0134 -0.0033
C -1.267178 -2.722817 -3.337717 -0.0107 0.0038 -0.0217
C -2.986332 -1.542735 1.592683 -0.0094 0.0723 0.0523
C -5.429986 -0.104167 -3.281220 0.0080 -0.0144 0.0054
C 0.939869 -3.092074 2.402770 0.0013 0.0024 -0.0085
C 2.352296 1.992048 3.189942 0.0534 -0.0421 0.0127
C -3.442275 1.263115 -3.380060 -0.0379 0.0284 -0.0496
C -4.670962 -1.231999 -3.548545 -0.0486 -0.0063 0.0168
C -2.329484 -2.547981 -5.607345 -0.0043 0.0057 -0.0057
C 1.891873 2.917483 -2.360952 0.0627 0.0347 -0.1029
C 3.187653 -0.444167 -3.677679 0.0897 -0.0459 0.0165
C 4.543414 2.533787 2.391597 0.0223 0.0180 -0.0008
B -0.195603 0.197719 -2.972504 0.0268 -0.0040 0.0775
H 0.001794 -4.895623 0.882911 -0.0026 -0.0006 -0.0013
H 1.831933 -3.562344 -3.139196 -0.0019 -0.0067 -0.0011
H 1.169311 3.577002 -0.410472 0.0107 -0.0191 0.0071
H -3.177869 0.879596 2.759049 -0.0015 0.0030 0.0029
H 3.010658 -3.452041 -5.418540 -0.0023 -0.0001 -0.0017
H -4.179427 0.013961 0.683072 0.0023 -0.0015 0.0022
H -1.078008 -3.798770 -3.319916 0.0012 -0.0211 -0.0042
H -1.441096 0.779083 -5.972683 0.0075 0.0044 0.0100
H -1.727375 2.520255 -3.310208 0.0030 -0.0128 0.0401
H 1.677194 -1.590487 -4.640442 -0.0053 0.0295 -0.0075
H -0.842351 -0.728188 4.948130 -0.0021 -0.0001 0.0005
H 3.800092 -1.953998 -5.932221 0.0015 -0.0006 -0.0001
H -3.677634 -2.249539 -0.960947 0.0077 -0.0381 0.0052
H -1.496195 -4.975033 -0.014534 -0.0138 0.0015 -0.0064
H 0.289363 -2.037477 4.652388 -0.0001 0.0007 -0.0001
H 3.177821 4.585885 -2.896685 -0.0047 -0.0001 0.0015
H -4.961214 -1.566224 0.696822 0.0007 0.0052 0.0068
H 3.213554 -2.820814 -2.309439 0.0013 0.0044 0.0015
H -3.268737 -3.235476 -3.829806 -0.0045 -0.0068 0.0146
H 1.621215 -2.074205 -2.198606 -0.0063 -0.0005 0.0073
H -1.919646 -3.530129 -5.855195 0.0023 0.0017 -0.0036
H -6.498799 -0.193021 -3.130446 0.0011 0.0003 -0.0007
H -2.762103 -3.741126 -1.012750 0.0409 -0.0280 -0.0267
H 4.441393 -2.881581 -4.571900 -0.0044 -0.0026 0.0035
H -1.308998 -2.369928 -2.306434 -0.0025 -0.0074 0.0184
H -2.668068 4.347661 -1.995033 0.0133 -0.0020 -0.0144
H 2.004967 4.156334 -4.148769 0.0013 0.0036 -0.0029
H 0.988809 -3.877626 3.164363 -0.0012 -0.0024 0.0016
H 6.113286 1.007294 -2.765865 -0.0024 0.0018 -0.0025
H 4.584385 2.834892 -2.168797 0.0041 0.0029 -0.0098
H -0.169853 -3.980224 -0.608147 0.0038 0.0066 -0.0091
H 1.477610 5.011360 -2.689432 -0.0042 0.0065 -0.0030
H 1.400895 -3.475277 1.495130 -0.0010 0.0029 -0.0015
H -2.845307 2.925040 -5.489253 -0.0008 0.0066 0.0122
H 0.557125 -0.467233 3.898555 -0.0057 -0.0056 0.0136
H 0.867223 2.617391 -2.584972 -0.0103 -0.0016 0.0019
H -0.413885 -2.248870 -3.821106 0.0099 0.0036 0.0050
H -2.995513 2.853177 -1.146307 0.0427 0.0020 0.0007
H -4.248001 3.595056 -4.647855 -0.0083 -0.0063 0.0088
H 2.938307 3.581061 -0.572752 -0.0039 -0.0031 -0.0081
H -4.847958 -0.622187 2.174965 -0.0018 0.0006 0.0002
H -4.202772 -3.632390 -0.008924 0.0054 0.0017 -0.0013
H 2.097981 2.057940 -0.403533 -0.1033 0.0060 0.1604
H -2.688620 4.419666 -4.554202 0.0038 -0.0004 -0.0026
H 1.558226 -2.260288 2.738888 0.0004 0.0014 0.0007
H -1.964299 0.643407 3.983278 -0.0056 -0.0011 0.0106
H 1.250452 1.105123 -5.790828 -0.0058 -0.0063 0.0019
H -4.282104 3.641859 -2.063888 0.0103 0.0178 -0.0240
H -1.612968 -1.794575 -5.939390 -0.0033 0.0077 0.0068
H -5.409390 2.014225 -2.991480 0.0039 -0.0119 0.0033
H -3.539665 -0.131266 4.164232 -0.0011 -0.0038 0.0007
H 5.228782 -1.100995 -3.673067 -0.0018 0.0013 0.0091
H -3.257991 -2.412150 -6.164667 0.0022 0.0028 -0.0015
H -5.151746 -2.202407 -3.608640 0.0024 0.0027 0.0045